ORCA calculation (wB97M-V/def2-TZVPD) on a cluster of 7 separate species, C17H32N6O3 in total.

Total charge: 0
SMILES: CN(C)C=O.CN(C)C=O.CC(C)=O.CC#N.CC#N.CC#N.CC#N
Multiplicity: 1
Lowest unoccupied orbital energy (eV): 0.252
Gap between HOMO and LUMO (eV): 9.2
Relative energy (zero: lowest compared OMol25 entry of this formula, charge and spin) (kJ/mol): 0.0

Cartesian coordinates (Å):
C: 2.50 5.59 2.86
O: 3.44 4.97 3.37
N: 1.19 5.14 2.65
C: 0.09 5.99 2.29
C: 0.82 3.74 3.05
H: 2.63 6.60 2.46
H: -0.68 5.73 1.56
H: 0.29 7.04 2.09
H: -0.48 6.24 3.19
H: 0.74 3.62 4.13
H: -0.13 3.53 2.56
H: 1.63 3.18 2.59
C: 0.78 -4.68 -3.90
O: 1.88 -5.14 -3.54
N: -0.19 -4.08 -3.19
C: -1.53 -3.89 -3.85
C: -0.16 -4.28 -1.76
H: 0.47 -4.81 -4.95
H: -1.41 -3.71 -4.92
H: -1.96 -3.05 -3.30
H: -2.23 -4.71 -3.72
H: -1.17 -4.63 -1.53
H: 0.55 -5.07 -1.53
H: 0.05 -3.31 -1.30
C: -1.12 2.68 -0.95
C: -0.45 4.00 -1.24
O: -0.97 5.06 -1.08
C: 0.98 3.95 -1.83
H: -0.43 1.91 -0.61
H: -1.41 2.30 -1.93
H: -1.91 2.90 -0.23
H: 1.42 4.93 -2.02
H: 1.15 3.51 -2.81
H: 1.77 3.59 -1.18
C: -0.17 0.66 5.18
C: 0.63 -0.55 5.45
N: 1.24 -1.48 5.60
H: -0.41 0.74 4.12
H: 0.33 1.55 5.57
H: -1.14 0.65 5.70
C: -0.17 -6.46 1.93
C: -1.11 -5.48 1.59
N: -1.89 -4.66 1.27
H: 0.60 -6.19 2.65
H: 0.24 -6.62 0.93
H: -0.80 -7.30 2.22
C: 0.04 -1.09 -5.01
C: -0.13 -0.45 -3.72
N: -0.35 0.00 -2.74
H: 0.23 -2.15 -4.87
H: 0.94 -0.70 -5.50
H: -0.85 -0.85 -5.58
C: -0.83 -1.07 0.38
C: 0.03 -0.14 1.12
N: 0.69 0.59 1.68
H: -1.70 -0.44 0.22
H: -1.15 -1.95 0.94
H: -0.41 -1.44 -0.56